No. 1
ORCA calculation (ωB97M-V/def2-TZVPD) on a 2-piece molecular cluster, C2H3NO3 overall at a distorted geometry.

Summary:
HOMO (eV): -9.4
Kohn-Sham gap (eV): 9.27
Energy relative to the best compared isomer or geometry (same formula, charge and spin) (kJ/mol): 314.9

Cartesian coordinates (Å):
O1 -4.61525 -0.04825 -0.67868
C1 -4.14322 -1.04110 -0.99643
O2 -3.66398 -2.02036 -1.30844
C2 1.04007 -1.38942 -0.77189
N1 0.00368 -0.44207 -1.13169
O3 -0.95640 -0.34163 -0.40923
H1 1.16411 -1.83831 0.29539
H2 1.11876 -2.23497 -1.63262
H3 2.04833 -0.91884 -0.79099



No. 2
ORCA calculation (ωB97M-V/def2-TZVPD) on C46H38As2Cl3O2PRhS as an isolated structure at a distorted geometry.

Summary:
HOMO (alpha / beta) (eV): -8.9 / -10.1
Kohn-Sham gap (alpha / beta) (eV): 6.14 / 2.70
Expectation value of S²: 6.039
Charge: +1
2S+1: 5

Cartesian coordinates (Å):
Rh1 2.27508 -0.62596 0.75151
S1 1.18167 -0.64878 2.74816
C1 0.95832 0.91369 3.50282
C2 0.38516 1.01890 4.82827
C3 0.16349 2.25385 5.37645
C4 0.36718 3.38687 4.61523
C5 0.81122 3.31431 3.25988
C6 1.23205 2.07427 2.78590
As1 2.10155 1.86107 1.02808
C7 1.11292 3.47883 0.24586
C8 -0.30036 3.58368 0.42077
C9 -0.97207 4.70716 0.02261
C10 -0.33735 5.76026 -0.63215
C11 1.03859 5.62256 -0.77864
C12 1.77286 4.48629 -0.40431
C13 3.80926 2.67781 1.20522
C14 4.97962 2.02794 0.83818
C15 6.23628 2.45256 1.24895
C16 6.29689 3.57350 2.09267
C17 5.15673 4.33055 2.33358
C18 3.96405 3.91277 1.83204
H1 0.11506 0.06219 5.32094
H2 -0.35688 2.36872 6.37991
H3 0.25954 4.36564 5.08325
H4 0.87540 4.15941 2.60248
H5 -0.77411 2.83497 0.96660
H6 -2.01088 4.72409 0.25396
H7 -0.81794 6.61691 -1.08855
H8 1.54108 6.35374 -1.39344
H9 2.78842 4.29858 -0.70032
H10 4.97531 1.11572 0.22436
H11 7.09554 1.87495 1.01160
H12 7.22541 3.96585 2.45165
H13 5.25955 5.26108 2.85628
H14 3.13806 4.57220 1.96018
Cl1 6.21768 -3.44367 -0.01661
C19 4.51414 -3.73771 -0.62036
Cl2 4.52815 -3.60441 -2.32573
Cl3 4.05821 -5.38195 -0.20344
C20 3.68090 -2.64230 0.06477
O1 3.14300 -2.79418 1.16933
O2 3.63045 -1.53425 -0.58685
C21 -1.05292 -0.12727 -0.11736
C22 -2.31292 -0.64864 -0.89517
As2 -3.93125 -0.80017 0.30644
C23 -5.14512 -1.59423 -1.05395
C24 -6.30185 -2.18408 -0.54273
C25 -7.33460 -2.66945 -1.34696
C26 -7.15971 -2.55161 -2.77142
C27 -5.98285 -1.95842 -3.22403
C28 -5.07501 -1.32373 -2.41408
C29 -3.40478 -2.51447 1.18683
C30 -2.85890 -2.33770 2.45492
C31 -2.63971 -3.41245 3.34682
C32 -2.78713 -4.73615 2.81639
C33 -3.32142 -4.93254 1.55742
C34 -3.64916 -3.83168 0.78805
P1 0.60382 -0.41981 -0.87645
C35 0.53354 -2.12205 -1.44738
C36 0.25793 -3.13251 -0.49660
C37 -0.14897 -4.39336 -0.85609
C38 -0.19657 -4.75120 -2.21460
C39 0.25296 -3.83769 -3.16886
C40 0.59328 -2.52845 -2.79418
C41 0.91957 0.63491 -2.27982
C42 0.02583 1.70481 -2.59379
C43 0.31916 2.61006 -3.62398
C44 1.53228 2.53260 -4.32228
C45 2.46313 1.53276 -3.90345
C46 2.10292 0.58250 -2.96319
H15 -0.98382 -0.60719 0.90544
H16 -1.22785 0.87116 0.15857
H17 -2.23718 -1.71228 -1.19301
H18 -2.63716 -0.02903 -1.74878
H19 -6.33196 -2.40008 0.51259
H20 -8.17241 -3.23232 -0.92488
H21 -7.93700 -2.77769 -3.48152
H22 -5.89031 -1.92874 -4.29714
H23 -4.36171 -0.60379 -2.84507
H24 -2.60190 -1.31587 2.80573
H25 -2.40352 -3.26224 4.42185
H26 -2.59255 -5.62704 3.36997
H27 -3.55147 -5.85191 1.10078
H28 -3.96450 -3.97449 -0.19610
H29 0.30889 -2.85937 0.56621
H30 -0.45224 -5.02633 -0.01225
H31 -0.59022 -5.70978 -2.49403
H32 0.45353 -4.11500 -4.20014
H33 0.81672 -1.86881 -3.59701
H34 -0.90689 1.85386 -2.05308
H35 -0.50005 3.32677 -3.87871
H36 1.83971 3.23840 -5.10390
H37 3.43682 1.42810 -4.37977
H38 2.86628 -0.20394 -2.71736



No. 3
ORCA calculation (ωB97M-V/def2-TZVPD) on C12H18Cl2InN2O3P as an isolated structure at a distorted geometry.

Summary:
HOMO (alpha / beta) (eV): -14.6 / -14.3
Kohn-Sham gap (alpha / beta) (eV): 4.05 / 2.32
Charge: +2

Cartesian coordinates (Å):
C1 -0.52539 -3.71617 -3.60741
C2 -0.43025 -2.95143 -2.41202
H1 -1.65262 -3.89525 -3.70518
H2 0.03195 -4.67125 -3.50364
H3 -0.11286 -3.21615 -4.55858
O1 -0.66827 -2.88525 -1.17662
Cl1 2.38128 -1.61013 -3.13119
In1 1.09786 -1.00017 -1.60290
P1 0.29191 1.39418 -2.06923
C3 -1.27856 2.20332 -1.61475
C4 1.56289 2.62118 -1.68868
H4 0.77298 0.44374 -4.22060
H5 0.68609 2.23672 -4.27794
H6 -0.81702 1.24129 -4.18609
C5 0.22823 1.32663 -3.88511
H7 2.46228 2.06915 -1.38290
H8 1.73294 3.20704 -2.60638
H9 -1.43294 3.09836 -2.22043
H10 -1.26429 2.51052 -0.57127
H11 1.20590 3.25842 -0.86412
H12 -2.13504 1.54772 -1.76026
C6 -1.29930 -0.40662 0.15735
O2 -2.19281 -0.46992 0.83261
Cl2 3.11266 -0.66170 -0.25541
N1 1.39215 -0.25591 6.85008
C7 1.89458 0.59071 5.91318
O3 2.68399 1.49626 6.17259
C8 1.43647 0.30928 4.48300
C9 0.64727 -0.77756 4.09008
C10 0.33261 -0.95177 2.71793
N2 0.85310 -0.18836 1.78667
C11 1.61143 0.87171 2.14480
C12 1.92455 1.15623 3.47410
H13 1.64826 -0.09861 7.79855
H14 0.72197 -0.98589 6.68466
H15 0.23644 -1.53055 4.79816
H16 -0.32899 -1.75617 2.42515
H17 2.00966 1.49469 1.36389
H18 2.55951 1.98558 3.72150



No. 4
ORCA calculation (ωB97M-V/def2-TZVPD) on a 6-piece molecular cluster, C2H16O6 overall at a distorted geometry.

Summary:
HOMO (eV): -10.2
Kohn-Sham gap (eV): 10.07
Energy relative to the best compared isomer or geometry (same formula, charge and spin) (kJ/mol): 151.8

Cartesian coordinates (Å):
C1 23.90867 1.86169 -1.77465
O1 23.87424 1.21558 -0.50559
H1 24.34117 2.84851 -1.63723
H2 24.49128 1.26344 -2.47942
H3 22.90418 1.98604 -2.19874
H4 23.68564 0.28383 -0.68569
C2 20.34343 -1.12287 -3.55325
O2 20.71336 -0.12543 -2.60463
H5 20.13495 -2.04942 -3.02001
H6 19.59622 -0.79171 -4.27141
H7 21.23322 -1.41388 -4.14034
H8 20.95994 0.66891 -3.08744
O3 20.65417 1.16608 0.50510
H9 21.31019 1.73709 0.08967
H10 20.38678 0.55379 -0.19224
O4 19.60072 -3.84273 -0.19359
H11 19.18870 -3.10279 -0.65050
H12 20.27940 -4.17259 -0.80460
O5 21.99472 -4.38981 -1.87613
H13 22.20590 -4.62856 -2.78730
H14 22.40395 -5.08413 -1.34013
O6 22.24451 -1.67092 -0.59315
H15 22.49609 -2.59716 -0.70733
H16 21.88638 -1.40440 -1.44884



No. 5
ORCA calculation (ωB97M-V/def2-TZVPD) on a 14-piece molecular cluster, C36H84O14 overall at a distorted geometry.

Summary:
HOMO (eV): -9.3
Kohn-Sham gap (eV): 9.77
Energy relative to the best compared isomer or geometry (same formula, charge and spin) (kJ/mol): 0.0

Cartesian coordinates (Å):
C1 17.12635 15.93862 11.05805
C2 16.69841 14.60090 11.65117
O1 15.77974 14.91210 12.72384
H1 17.60760 15.82839 10.07107
H2 17.76030 16.42093 11.74021
H3 16.25862 16.54742 11.01538
H4 17.55761 14.04370 12.13001
H5 16.13011 13.99232 10.93946
H6 15.10976 14.21558 12.71898
C3 5.75369 12.90788 12.19199
C4 7.18316 13.50788 12.38183
O2 7.57288 14.01524 13.63639
H7 4.94283 13.43909 12.65092
H8 5.75441 11.88935 12.49960
H9 5.65108 12.85347 11.08579
H10 7.30957 14.34654 11.77496
H11 7.87180 12.69574 12.05198
H12 7.98990 13.35087 14.19243
C5 14.22101 9.34213 17.16226
C6 13.38228 10.49131 17.78309
O3 13.35478 11.64344 16.98167
H13 15.23930 9.76740 17.13107
H14 13.78946 8.94237 16.26633
H15 14.06950 8.47047 17.86136
H16 13.84147 10.83286 18.69193
H17 12.33277 10.27971 17.97721
H18 13.42756 11.35982 16.03967
C7 10.41231 11.80811 8.16118
C8 9.74732 11.18366 9.39729
O4 10.07602 11.76408 10.60159
H19 9.88393 12.71958 7.92543
H20 10.34728 11.09870 7.31788
H21 11.42094 12.12182 8.53402
H22 10.14782 10.19488 9.51400
H23 8.64020 11.02979 9.29886
H24 10.06034 12.69926 10.64348
C9 10.93604 10.07971 14.73507
C10 12.14265 10.24775 13.81302
O5 13.26599 10.95661 14.40340
H25 11.29136 9.69463 15.67111
H26 10.13630 9.48664 14.24007
H27 10.54018 11.05360 14.92226
H28 11.92643 10.69130 12.84856
H29 12.48004 9.26464 13.57634
H30 13.40185 11.76256 13.89394
C11 11.51595 14.46149 13.96244
C12 12.97936 14.61126 13.54115
O6 13.45811 13.39165 12.85977
H31 10.97153 14.18622 13.09465
H32 10.96787 15.39464 14.17698
H33 11.45736 13.68315 14.74643
H34 13.60889 14.70389 14.44325
H35 13.11842 15.47109 12.86750
H36 13.15677 13.40969 11.93053
C13 10.54648 19.32977 17.76162
C14 9.67191 18.50736 18.63243
O7 9.61551 17.28070 18.45008
C15 8.95828 19.22923 19.76278
H37 11.50329 19.52542 18.32571
H38 9.96972 20.26882 17.62504
H39 10.84073 18.77185 16.85281
H40 9.76298 19.72301 20.36026
H41 8.36114 18.61653 20.43848
H42 8.34295 20.07694 19.45468
C16 17.44920 14.68665 16.65880
C17 17.63731 13.49221 17.50644
O8 18.63350 12.82498 17.45060
C18 16.53512 13.39966 18.54917
H43 16.78920 14.52002 15.84644
H44 18.38998 14.99206 16.27399
H45 17.01719 15.52637 17.19070
H46 16.10956 14.37852 18.72422
H47 16.77580 12.83148 19.44359
H48 15.74939 12.79840 18.00179
C19 12.18995 15.58674 17.34989
C20 12.71663 16.80291 17.99218
O9 13.05762 17.78728 17.33383
C21 12.75894 16.88338 19.46581
H49 11.07244 15.49261 17.54130
H50 12.65182 14.63336 17.73280
H51 12.35851 15.71898 16.26535
H52 12.96267 17.90495 19.75928
H53 13.54168 16.24289 19.82157
H54 11.79636 16.58588 19.90816
C22 12.26865 18.58583 13.90010
C23 13.20148 18.28132 12.80689
O10 12.83014 17.74342 11.75321
C24 14.63043 18.61865 13.04957
H55 12.19375 19.66474 13.92369
H56 12.61757 18.10764 14.85752
H57 11.32971 18.15784 13.58360
H58 14.77833 19.49882 13.68618
H59 14.95650 18.95360 12.08742
H60 15.12059 17.76914 13.39354
C25 8.51004 12.60487 18.27412
C26 8.40998 13.23319 16.86781
O11 8.94742 12.73344 15.89174
C27 7.71710 14.51251 16.70873
H61 7.66868 13.06138 18.83549
H62 9.47735 12.72592 18.75382
H63 8.34920 11.53284 18.24896
H64 6.68435 14.46160 16.95199
H65 7.89261 14.93222 15.74354
H66 8.36588 15.08766 17.39401
C28 13.92477 8.19302 9.34296
C29 13.38430 9.45388 8.65873
O12 12.83313 9.37514 7.55929
C30 13.46430 10.66623 9.44841
H67 14.98510 8.10502 8.99225
H68 13.42653 7.34417 8.95566
H69 13.90357 8.17331 10.42986
H70 13.15055 11.51885 8.86189
H71 14.52752 10.75426 9.73810
H72 13.01028 10.63073 10.42598
C31 12.28958 14.73735 8.38764
C32 11.63233 14.65098 9.73578
O13 12.11633 13.94247 10.58155
C33 10.50150 15.61840 9.96767
H73 13.33756 14.38392 8.49896
H74 12.15042 15.74575 8.09951
H75 11.80279 14.06892 7.66672
H76 10.91959 16.57350 10.05938
H77 10.02176 15.38191 10.86905
H78 9.73908 15.59388 9.18153
C34 16.46866 11.77785 14.20266
C35 15.86323 10.70194 13.30370
O14 15.23935 11.08148 12.33072
C36 16.03244 9.25908 13.62826
H79 17.54523 11.73934 14.24216
H80 16.08237 11.61411 15.23971
H81 16.10566 12.75250 13.85910
H82 15.36737 9.05231 14.43638
H83 17.05360 9.13625 13.93474
H84 15.73012 8.66766 12.74820



No. 6
ORCA calculation (ωB97M-V/def2-TZVPD) on C4H16BInO4 as an isolated structure at a distorted geometry.

Summary:
HOMO (alpha / beta) (eV): -13.7 / -13.7
Kohn-Sham gap (alpha / beta) (eV): 9.90 / 5.46
Expectation value of S²: 0.759
Charge: +1
2S+1: 2

Cartesian coordinates (Å):
In1 -0.13086 0.13117 -1.56418
B1 0.92035 0.83225 -4.39284
H1 0.07086 0.29520 -4.78549
H2 1.46159 0.18125 -3.72389
H3 1.49410 1.23844 -5.21142
H4 0.51863 1.62265 -3.77792
C1 1.50927 -2.07020 1.29046
C2 0.53889 -3.10362 0.56609
O1 0.08162 -2.56894 -0.67045
O2 0.98349 -0.75837 1.21798
H5 2.48182 -1.94291 0.81503
H6 1.51473 -2.37998 2.33550
H7 -0.38623 -3.17408 1.13817
H8 1.07664 -4.04028 0.41916
H9 -0.18891 -3.35834 -1.14506
H10 0.84504 -0.54939 2.14468
C3 -1.07780 2.75691 1.58438
C4 -1.55127 1.27371 1.88182
O3 -1.91372 0.44168 0.81350
O4 -0.06684 2.76682 0.57255
H11 -0.79928 3.24481 2.51845
H12 -1.88050 3.36209 1.16303
H13 -2.37083 1.46895 2.57341
H14 -0.89559 0.62722 2.46513
H15 -2.84356 0.28538 0.99396
H16 0.60837 3.41758 0.77796



no.,molecular weight (g mol⁻¹)
1,89.05
2,1044.96
3,454.98
4,136.14
5,741.05
6,253.80